No. 1
Entry from the Open Molecules 2025 dataset: a structure of composition C40H35AuN2O3P (wB97M-V/def2-TZVPD).

E_HOMO ... -11.18 eV
LUMO level ... -3.45 eV
Charge ... +1

```
82
C40H35AuN2O3P | the Open Molecules 2025 dataset | wB97M-V/def2-TZVPD
Au -0.527 0.594 0.673
O -0.453 1.845 4.146
C 0.322 1.421 3.325
O 0.360 1.870 2.073
C 1.394 0.394 3.626
C 1.684 0.071 4.946
C 2.672 -0.862 5.225
C 3.359 -1.488 4.192
C 3.065 -1.198 2.871
C 2.088 -0.254 2.580
P 1.703 0.159 0.873
C 2.228 -1.262 -0.123
C 3.417 -1.275 -0.843
C 3.814 -2.424 -1.506
C 3.035 -3.566 -1.445
C 1.853 -3.562 -0.718
C 1.450 -2.415 -0.064
C 2.673 1.570 0.374
C 2.739 1.910 -0.974
C 3.504 2.994 -1.362
C 4.192 3.735 -0.412
C 4.113 3.398 0.933
C 3.349 2.318 1.330
H 1.130 0.561 5.735
H 2.908 -1.106 6.252
H 4.129 -2.214 4.417
H 3.594 -1.711 2.080
H 4.040 -0.390 -0.888
H 4.739 -2.425 -2.068
H 3.350 -4.463 -1.961
H 1.246 -4.456 -0.665
H 0.521 -2.409 0.493
H 2.204 1.331 -1.716
H 3.562 3.259 -2.411
H 4.793 4.580 -0.721
H 4.647 3.979 1.673
H 3.281 2.057 2.378
O -1.413 -1.335 2.749
C -2.644 -0.903 3.326
C -3.861 -1.197 2.457
C -3.779 -0.594 1.048
C -3.679 0.899 1.085
C -4.823 1.655 1.336
C -4.748 3.030 1.434
C -3.509 3.641 1.279
C -2.417 2.841 1.026
N -2.500 1.508 0.918
H -1.492 -2.262 2.497
H -2.520 0.169 3.489
H -2.764 -1.368 4.313
H -4.750 -0.826 2.975
H -3.994 -2.281 2.362
H -4.689 -0.864 0.505
H -2.942 -1.009 0.495
H -5.767 1.141 1.455
H -5.634 3.617 1.630
H -3.385 4.711 1.360
H -1.425 3.262 0.923
N -1.171 -0.734 -0.651
C -1.029 -0.611 -1.895
C -1.590 -1.703 -2.745
C -1.594 -3.015 -2.286
C -2.143 -4.020 -3.059
C -2.703 -3.727 -4.289
C -2.711 -2.422 -4.756
C -2.149 -1.411 -3.992
C -0.381 0.503 -2.628
C -0.735 1.827 -2.396
C -0.142 2.846 -3.122
C 0.815 2.551 -4.081
C 1.178 1.232 -4.317
C 0.575 0.209 -3.603
H -1.161 -3.233 -1.318
H -2.133 -5.042 -2.701
H -3.133 -4.518 -4.889
H -3.152 -2.191 -5.717
H -2.144 -0.393 -4.361
H -1.524 2.057 -1.684
H -0.440 3.872 -2.953
H 1.270 3.348 -4.654
H 1.919 0.999 -5.070
H 0.832 -0.822 -3.807
```

***

No. 2
Entry from the Open Molecules 2025 dataset: a structure of composition C40H35ClNO9P2Pd (wB97M-V/def2-TZVPD).

2S+1 ... 5
E_HOMO (alpha / beta) ... -4.54 / -5.74 eV
LUMO level (alpha / beta) ... 2.31 / -0.69 eV
Charge ... -1

```
89
C40H35ClNO9P2Pd | the Open Molecules 2025 dataset | wB97M-V/def2-TZVPD
Pd -0.141 0.084 -0.446
O 1.289 -0.266 1.159
C 2.289 -1.206 1.066
C 2.204 -2.038 -0.263
C 0.963 -2.857 -0.210
C 0.966 -4.215 0.094
C -0.239 -4.869 0.260
C -1.420 -4.157 0.122
C -1.359 -2.811 -0.211
C -2.583 -1.970 -0.387
C -2.792 -1.018 0.834
O -1.720 -0.186 1.008
C -4.045 -0.153 0.567
C -5.239 -0.686 0.101
C -6.330 0.138 -0.128
C -6.247 1.501 0.114
C -5.061 2.038 0.587
C -3.967 1.217 0.807
C -3.038 -1.802 2.142
C -3.899 -2.890 2.210
C -4.130 -3.531 3.418
C -3.505 -3.097 4.576
C -2.639 -2.016 4.518
C -2.410 -1.375 3.311
N -0.184 -2.200 -0.366
C 2.198 -2.241 2.203
C 3.249 -3.112 2.478
C 3.120 -4.083 3.460
C 1.935 -4.195 4.178
C 0.890 -3.322 3.916
C 1.025 -2.349 2.935
C 3.630 -0.459 1.149
C 4.107 -0.071 2.401
C 5.286 0.644 2.522
C 6.006 0.998 1.389
C 5.507 0.669 0.139
C 4.323 -0.048 0.018
H 2.126 -1.354 -1.107
H 3.085 -2.670 -0.374
H 1.906 -4.736 0.210
H -0.263 -5.924 0.503
H -2.381 -4.636 0.255
H -2.443 -1.322 -1.257
H -3.455 -2.601 -0.534
H -5.342 -1.745 -0.099
H -7.249 -0.287 -0.510
H -7.102 2.139 -0.068
H -4.981 3.101 0.776
H -3.027 1.628 1.149
H -4.406 -3.250 1.324
H -4.808 -4.375 3.453
H -3.699 -3.593 5.519
H -2.143 -1.667 5.414
H -1.735 -0.532 3.250
H 4.179 -3.023 1.929
H 3.944 -4.754 3.670
H 1.833 -4.958 4.940
H -0.037 -3.397 4.474
H 0.227 -1.654 2.712
H 3.541 -0.335 3.285
H 5.639 0.931 3.505
H 6.935 1.547 1.483
H 6.041 0.975 -0.753
H 3.946 -0.283 -0.969
O 0.132 0.065 -4.686
P 0.165 -0.410 -3.151
O 0.782 -1.755 -3.071
O -1.179 -0.133 -2.532
O 1.233 0.642 -2.434
P 0.718 2.215 -2.215
O 2.077 2.772 -1.520
O 0.489 2.892 -3.498
O -0.326 2.172 -1.125
H 0.729 -0.522 -5.168
H 2.560 3.264 -2.196
Cl 3.531 3.666 1.780
C 2.165 4.341 2.595
C 2.354 5.446 3.396
C 1.284 6.016 4.077
C 0.011 5.456 3.949
C -0.186 4.354 3.155
C 0.879 3.738 2.431
C 0.658 2.627 1.634
H 3.348 5.863 3.495
H 1.444 6.888 4.696
H -0.822 5.902 4.480
H -1.173 3.924 3.038
H 1.441 2.177 1.049
H -0.322 2.180 1.565
```

***

No. 3
Entry from the Open Molecules 2025 dataset: a structure of composition C40H36BrN5O3RuS2 (wB97M-V/def2-TZVPD).

2S+1 ... 6
E_HOMO (alpha / beta) ... -8.75 / -9.97 eV
LUMO level (alpha / beta) ... -2.37 / -5.58 eV
Charge ... +1

```
88
C40H36BrN5O3RuS2 | the Open Molecules 2025 dataset | wB97M-V/def2-TZVPD
Ru -1.115 -0.514 -1.166
C -3.082 -2.879 0.576
C -3.356 -1.414 0.797
N -2.528 -0.424 0.339
C -3.234 0.770 0.490
C -4.288 0.674 1.370
S -4.690 -0.951 1.730
C -2.636 1.871 -0.257
C -3.254 3.104 -0.398
S -2.630 4.424 -1.193
C -0.470 2.435 -0.886
N -1.459 1.510 -0.937
C 0.108 3.188 -2.004
H -3.081 -3.426 1.544
H -2.053 -2.983 0.191
H -3.708 -3.405 -0.130
H -4.900 1.466 1.709
H -4.194 3.083 0.159
H 0.176 4.245 -1.809
H -0.624 3.073 -2.829
H 1.137 2.876 -2.275
Br 0.729 -0.213 -3.264
C -0.428 -1.542 -4.096
C 0.131 -2.288 -5.066
C -0.663 -3.170 -5.825
C -2.036 -3.206 -5.641
C -2.672 -2.424 -4.581
C -4.062 -2.377 -4.414
C -4.555 -1.480 -3.482
C -3.739 -0.794 -2.599
C -2.360 -0.984 -2.593
C -1.825 -1.634 -3.714
H 1.200 -2.213 -5.283
H -0.235 -3.756 -6.600
H -2.682 -3.760 -6.304
H -4.664 -3.102 -4.945
H -5.620 -1.320 -3.473
H -4.265 -0.129 -1.893
C 4.347 4.236 1.059
O 4.268 2.785 1.380
C 3.867 2.383 2.592
C 4.029 3.058 3.842
C 3.516 2.567 5.034
C 2.770 1.388 5.057
C 2.656 0.624 3.883
C 3.188 1.110 2.687
N 3.001 0.421 1.452
C 1.872 -0.133 0.929
N 2.178 -1.152 0.005
C 1.460 -2.287 -0.477
C 0.125 -2.186 -0.927
C -0.318 -3.422 -1.505
C 0.368 -4.619 -1.426
C 1.655 -4.714 -0.824
C 2.284 -3.478 -0.536
O 3.531 -3.322 -0.056
C 4.549 -4.249 -0.330
N 0.644 0.260 1.091
C 0.295 1.485 1.407
C 0.373 2.570 0.385
C -0.089 3.875 0.884
C -0.437 4.139 2.189
C -0.589 3.085 3.120
C -0.359 1.788 2.617
O -0.570 0.730 3.480
C -1.857 0.719 4.122
H 3.598 4.689 1.698
H 4.207 4.292 0.014
H 5.324 4.685 1.370
H 4.464 4.058 3.885
H 3.706 3.089 5.987
H 2.377 1.039 6.035
H 2.201 -0.321 3.974
H 3.889 0.127 1.008
H 3.195 -1.252 -0.151
H -1.276 -3.483 -1.970
H -0.136 -5.514 -1.857
H 2.144 -5.645 -0.578
H 5.520 -3.819 -0.038
H 4.534 -4.510 -1.395
H 4.328 -5.138 0.281
H 1.423 2.652 0.012
H -0.148 4.654 0.111
H -0.705 5.147 2.428
H -1.115 3.260 4.036
H -2.299 -0.178 3.741
H -2.587 1.486 3.803
H -1.770 0.684 5.225
```

***

No. 4
Entry from the Open Molecules 2025 dataset: a structure of composition C40H36CrN4O8P (wB97M-V/def2-TZVPD).

2S+1 ... 5
E_HOMO (alpha / beta) ... -8.97 / -10.15 eV
LUMO level (alpha / beta) ... -3.33 / -3.36 eV
Charge ... +1

```
90
C40H36CrN4O8P | the Open Molecules 2025 dataset | wB97M-V/def2-TZVPD
Cr 1.459 -2.464 0.088
O -0.066 -6.271 -0.380
C 0.365 -5.043 -0.460
O 0.875 -4.459 0.500
C 0.216 -4.341 -1.747
C -0.469 -4.769 -2.837
C -0.590 -3.862 -3.931
C -0.057 -2.608 -3.841
C 0.644 -2.227 -2.674
N 0.801 -3.139 -1.664
C 1.228 -0.987 -2.321
O 1.218 0.097 -3.110
O 1.805 -0.850 -1.201
H 0.081 -6.601 0.522
H -0.919 -5.752 -2.849
H -1.119 -4.161 -4.825
H -0.188 -1.910 -4.658
H 0.832 -0.102 -3.971
O 3.718 -0.638 2.324
C 2.515 -0.741 2.259
O 1.890 -1.831 1.831
C 1.590 0.361 2.739
P 0.883 1.305 1.287
C 1.763 2.901 1.503
C 1.587 3.724 2.620
C 2.317 4.895 2.754
C 3.243 5.253 1.778
C 3.432 4.439 0.673
C 2.691 3.269 0.536
C -0.837 1.674 1.800
C -1.427 2.915 1.548
C -2.787 3.110 1.761
C -3.580 2.068 2.222
C -3.009 0.824 2.457
C -1.652 0.626 2.237
H 2.143 1.055 3.365
H 0.783 -0.104 3.304
H 0.875 3.444 3.388
H 2.169 5.528 3.620
H 3.819 6.163 1.888
H 4.156 4.714 -0.084
H 2.841 2.629 -0.329
H -0.818 3.737 1.189
H -3.227 4.079 1.562
H -4.637 2.224 2.400
H -3.622 0.003 2.810
H -1.224 -0.360 2.397
N 4.516 -1.444 -1.180
C 4.614 -2.472 -0.297
C 5.899 -2.834 0.158
C 6.054 -3.877 1.020
C 4.918 -4.584 1.430
C 3.709 -4.187 0.949
N 3.516 -3.155 0.081
H 5.321 -0.844 -1.236
H 3.627 -0.975 -1.270
H 6.744 -2.245 -0.171
H 7.035 -4.144 1.389
H 4.982 -5.410 2.122
H 2.823 -4.701 1.276
C -5.541 3.949 -1.169
O -4.507 2.968 -1.237
C -3.227 3.411 -1.342
C -2.848 4.735 -1.479
C -1.498 5.055 -1.576
C -0.531 4.065 -1.547
C -0.908 2.736 -1.414
C -2.248 2.415 -1.298
N -2.714 1.084 -1.113
C -2.008 0.066 -0.726
C -2.507 -1.221 -0.427
C -3.848 -1.638 -0.611
C -4.269 -2.847 -0.144
C -3.365 -3.658 0.581
C -2.057 -3.293 0.760
C -1.561 -2.092 0.187
O -0.339 -1.692 0.262
H -5.412 4.582 -0.291
H -6.472 3.400 -1.092
H -5.558 4.563 -2.070
H -3.592 5.519 -1.509
H -1.208 6.093 -1.677
H 0.517 4.319 -1.625
H -0.156 1.954 -1.395
H -3.721 0.993 -1.167
H -0.944 0.236 -0.563
H -4.552 -1.001 -1.137
H -5.291 -3.168 -0.297
H -3.721 -4.584 1.017
H -1.377 -3.893 1.350
```

***

No. 5
Entry from the Open Molecules 2025 dataset: a structure of composition C40H36FN4O9V (wB97M-V/def2-TZVPD).

2S+1 ... 2
E_HOMO (alpha / beta) ... -11.10 / -11.13 eV
LUMO level (alpha / beta) ... -4.78 / -4.79 eV
Charge ... +1

```
91
C40H36FN4O9V | the Open Molecules 2025 dataset | wB97M-V/def2-TZVPD
V 0.599 0.299 -0.620
C 3.070 2.895 -0.655
O 2.784 1.530 -0.982
C 3.841 0.701 -1.127
C 5.175 1.086 -1.073
C 6.163 0.136 -1.267
C 5.832 -1.186 -1.514
C 4.506 -1.574 -1.556
C 3.499 -0.630 -1.353
N 2.108 -0.981 -1.335
N 1.945 -2.219 -1.568
C 0.774 -2.873 -1.627
C -0.468 -2.216 -1.594
O -0.520 -0.929 -1.365
C -1.665 -2.913 -1.861
C -1.616 -4.252 -2.101
C -0.395 -4.978 -2.101
C -0.385 -6.367 -2.346
C 0.795 -7.061 -2.356
C 2.000 -6.384 -2.116
C 2.017 -5.033 -1.874
C 0.821 -4.298 -1.868
H 3.687 3.344 -1.432
H 3.572 2.958 0.312
H 2.124 3.417 -0.613
H 5.445 2.113 -0.886
H 7.201 0.437 -1.227
H 6.609 -1.921 -1.673
H 4.247 -2.602 -1.745
H -2.597 -2.365 -1.855
H -2.533 -4.798 -2.292
H -1.326 -6.873 -2.522
H 0.806 -8.125 -2.545
H 2.929 -6.939 -2.118
H 2.953 -4.529 -1.681
C -2.175 0.291 3.028
C -1.535 -1.085 2.811
C -2.261 -1.832 1.698
C -0.038 -0.964 2.598
C 0.699 -0.115 3.425
C 2.068 0.022 3.298
C 2.784 -0.715 2.359
C 4.279 -0.603 2.269
C 2.064 -1.575 1.542
C 0.671 -1.694 1.640
H -3.254 0.188 3.135
H -1.986 0.945 2.173
H -1.795 0.782 3.922
H -1.669 -1.653 3.739
H -2.167 -1.289 0.751
H -3.324 -1.904 1.930
H -1.881 -2.845 1.553
H 0.190 0.460 4.186
H 2.596 0.702 3.957
H 4.757 -1.066 3.135
H 4.591 0.442 2.249
H 4.664 -1.090 1.373
H 2.605 -2.221 0.862
H 0.166 -2.445 1.044
O 0.257 1.743 -1.690
C -0.241 2.925 -1.270
C -0.831 3.738 -2.246
C -1.344 4.974 -1.898
C -1.298 5.418 -0.579
C -0.742 4.607 0.386
C -0.214 3.352 0.063
C 0.350 2.559 1.179
O 0.453 2.899 2.316
O 0.836 1.340 0.792
H -1.493 0.871 -2.523
H -0.835 3.398 -3.273
H -1.780 5.600 -2.667
H -1.705 6.382 -0.310
H -0.703 4.918 1.423
F -4.476 5.462 0.561
C -4.643 4.162 0.792
C -4.460 3.259 -0.171
N -4.676 1.911 0.055
C -4.297 0.951 -0.957
C -2.794 0.963 -1.170
O -2.464 0.887 -2.450
O -1.991 1.026 -0.269
C -5.081 1.425 1.290
O -5.279 0.248 1.498
N -5.256 2.396 2.249
C -5.044 3.771 2.147
O -5.192 4.516 3.079
H -4.157 3.539 -1.171
H -4.812 1.133 -1.898
H -4.580 -0.032 -0.579
H -5.560 2.057 3.152
```